w.
17
Properties=species:S:1:pos:R:3:mulliken_charge:R:1 method="wB97M-V/def2-TZVPD" total_charge=-1 homo_lumo_gap_ev=6.0 spin_multiplicity=1 lumo_ha=0.1189 homo_ev=-2.7
C 1.24 1.18 -2.02 -1.19
C 1.41 -0.24 -1.51 -0.33
C 0.78 -0.21 -0.09 -0.72
S 0.87 -1.88 0.88 -0.73
H 1.48 1.90 -1.32 0.37
H 1.84 1.24 -2.91 0.33
H 0.20 1.42 -2.11 0.32
H 2.49 -0.56 -1.60 0.23
H 0.99 -1.02 -2.02 0.36
H 1.36 0.63 0.51 0.19
H -0.23 0.18 0.06 0.25
H 0.40 -0.20 4.16 0.28
H 1.01 -1.46 3.28 0.28
O 0.82 -1.05 4.18 -0.64
H -4.69 0.04 0.84 0.31
H -4.67 -0.04 -0.53 0.32
O -5.31 0.06 0.18 -0.63



x.
17
Properties=species:S:1:pos:R:3:mulliken_charge:R:1 method="wB97M-V/def2-TZVPD" total_charge=-1 homo_lumo_gap_ev=7.2 spin_multiplicity=1 lumo_ha=0.1465 homo_ev=-3.2
C -0.94 0.65 -1.53 -1.04
C -0.74 -0.68 -0.83 0.05
C -1.42 -0.72 0.55 -0.89
S -0.64 0.34 1.86 -0.59
H -1.74 1.22 -1.08 0.27
H -1.12 0.58 -2.60 0.33
H -0.07 1.30 -1.36 0.22
H -1.14 -1.49 -1.44 0.35
H 0.30 -0.92 -0.70 0.00
H -1.45 -1.74 0.94 0.30
H -2.42 -0.30 0.45 0.33
H 2.47 1.07 0.72 0.43
H 1.09 1.63 0.56 0.22
O 2.03 1.88 0.40 -0.73
H 2.19 -1.43 0.80 0.32
H 1.32 -0.56 1.70 0.16
O 2.28 -0.83 1.56 -0.73



Most stable structure, least stable structure: x, w.



w.
9
Properties=species:S:1:pos:R:3:mulliken_charge:R:1 method="wB97M-V/def2-TZVPD" total_charge=0 homo_lumo_gap_ev="5.4 / 7.9" spin_multiplicity=3 s_squared=2.00 lumo_ha="0.0384 / -0.0985" homo_ev="-4.3 / -10.6"
C 0.03 -1.14 -0.16 -0.87
N -0.48 1.53 0.15 -0.65
P -1.10 0.19 -0.78 0.30
Cl -2.74 -0.16 0.25 -0.28
H -0.20 -1.99 -0.87 0.28
H -0.19 -1.36 0.85 0.33
H 1.02 -0.73 0.01 0.33
H -1.06 2.35 -0.09 0.30
H -0.85 1.29 1.04 0.25



x.
9
Properties=species:S:1:pos:R:3:mulliken_charge:R:1 method="wB97M-V/def2-TZVPD" total_charge=0 homo_lumo_gap_ev="7.5 / 7.7" spin_multiplicity=3 s_squared=2.01 lumo_ha="0.0414 / -0.0717" homo_ev="-6.4 / -9.6"
C 0.20 1.14 0.03 -0.87
N -0.36 -1.67 -0.32 -0.56
P 1.29 0.01 -0.80 0.13
Cl 2.61 -0.11 0.63 -0.21
H 0.67 1.72 0.91 0.28
H -0.59 0.55 0.36 0.33
H -0.11 1.86 -0.59 0.38
H 0.19 -2.53 -0.21 0.26
H -1.02 -1.75 -1.11 0.26



Most stable structure, least stable structure: x, w.



w.
24
Properties=species:S:1:pos:R:3:mulliken_charge:R:1 method="wB97M-V/def2-TZVPD" total_charge=0 homo_lumo_gap_ev=9.1 spin_multiplicity=1 smiles=CNCCCN.O.O lumo_ha=0.0263 homo_ev=-8.3
C 0.45 1.91 1.98 -0.90
N 1.07 0.93 1.13 -0.33
C 1.17 1.34 -0.27 -0.57
C 1.53 0.17 -1.18 -0.87
C 0.31 -0.69 -1.61 -0.40
N -0.87 0.05 -1.92 -0.37
H -0.65 1.97 1.90 0.25
H 0.68 1.75 3.03 0.33
H 0.80 2.90 1.69 0.33
H 0.80 -0.04 1.25 0.23
H 1.97 2.10 -0.29 0.42
H 0.28 1.88 -0.61 0.42
H 2.26 -0.42 -0.62 0.36
H 2.02 0.61 -2.06 0.35
H 0.19 -1.42 -0.82 0.20
H 0.66 -1.25 -2.47 0.31
H -0.95 0.62 -2.75 0.15
H -1.72 -0.28 -1.51 0.16
O -0.98 -3.58 0.70 -0.62
H -1.82 -3.30 0.34 0.32
H -1.16 -4.10 1.49 0.30
O -2.27 -0.64 0.72 -0.65
H -1.33 -0.56 0.51 0.28
H -2.43 0.04 1.39 0.29



x.
24
Properties=species:S:1:pos:R:3:mulliken_charge:R:1 method="wB97M-V/def2-TZVPD" total_charge=0 homo_lumo_gap_ev=9.5 spin_multiplicity=1 smiles=CN[C@@H](C)CN.O.O lumo_ha=0.0281 homo_ev=-8.7
C 1.65 -1.34 1.50 -0.81
N 1.74 0.11 1.37 -0.37
C 1.03 0.71 0.26 0.30
C 1.10 -0.10 -1.08 -1.26
C -0.40 1.01 0.65 -0.36
N -1.05 1.91 -0.32 -0.50
H 2.31 -1.85 0.81 0.29
H 1.92 -1.60 2.52 0.30
H 0.62 -1.62 1.28 0.26
H 2.70 0.45 1.43 0.28
H 1.50 1.67 0.03 0.32
H 1.99 -0.70 -1.12 0.45
H 1.10 0.57 -1.94 0.34
H 0.22 -0.74 -1.18 0.20
H -1.05 0.13 0.67 -0.26
H -0.37 1.41 1.66 0.44
H -0.39 2.36 -0.93 0.21
H -1.62 2.59 0.17 0.22
O -2.10 -2.39 0.26 -0.67
H -2.46 -1.71 0.84 0.30
H -1.95 -1.87 -0.55 0.37
O -2.17 -0.01 -2.35 -0.69
H -1.42 0.50 -2.02 0.29
H -2.90 0.48 -1.96 0.34



Most stable structure, least stable structure: x, w.